Record 1
The following is a quantum chemistry calculation of a cluster of 2 separate species, C5H10O in total, from the Open Molecules 2025 dataset.

```
16
Properties=species:S:1:pos:R:3:forces:R:3:lowdin_charge:R:1
H -0.445692 1.066789 -1.900807 -0.1 0.0 0.1 0.1183
H -2.826896 -0.272784 1.552019 -0.1 0.0 0.1 0.0542
H -2.748205 -0.848303 1.088266 -0.1 0.1 0.1 0.0403
C 1.795397 -0.900050 -0.137348 0.1 0.0 0.0 -0.0581
C -0.768042 0.924309 -0.863475 -0.1 0.0 -0.1 -0.0838
H -1.749645 1.390837 -0.736983 0.1 -0.1 0.0 0.1111
H 1.746902 -1.991206 -0.067774 0.0 0.2 0.0 0.0836
H 0.397731 -0.598866 1.497810 0.0 0.0 -0.2 0.1430
O -1.302100 -1.532279 -0.712816 0.3 0.5 0.1 0.0684
H 1.893339 -0.637579 -1.198021 0.0 0.0 0.2 0.0876
C 0.534134 -0.281088 0.457334 0.0 -0.1 0.1 -0.2877
C 0.322691 1.236614 0.194711 0.1 0.2 0.1 -0.1345
H 2.694199 -0.553148 0.381894 -0.1 0.0 0.0 0.0794
H 1.202291 1.769434 -0.177423 -0.1 -0.1 0.0 0.1065
H -0.070191 1.769735 1.064834 0.1 -0.1 -0.1 0.1046
C -0.675906 -0.542422 -0.442227 -0.2 -0.4 -0.2 -0.4331
```
Forces are in eV/Å.

## Properties
E_HOMO = -9.43 eV
total charge = 0
relative energy (zero: lowest compared OMol25 entry of this formula, charge and spin) = 167.3 kJ/mol
SMILES = C[C@H]1CCC1=O.[H][H]

---

Record 2
The following is a quantum chemistry calculation of the ion C3H8NS with charge -1 in a non-equilibrium geometry, from the Open Molecules 2025 dataset.

```
13
Properties=species:S:1:pos:R:3:forces:R:3:lowdin_charge:R:1
H 1.076061 -2.206408 -0.957310 -0.6 -0.6 -0.6 0.0547
H 0.705392 1.737547 -0.438927 -0.3 0.4 0.5 0.0906
H -1.531607 1.145242 -0.231469 -0.1 0.4 0.3 0.0392
H -0.638769 -1.411672 -1.015499 0.0 -0.7 -0.4 0.0644
H 0.708576 0.152322 -1.523272 0.6 -0.2 -0.4 0.0636
C 0.535527 0.885438 0.233890 -0.2 0.5 -0.4 -0.3539
H -1.267908 -0.253398 0.677657 0.3 -0.1 0.2 -0.0034
C 0.342675 -1.512405 -0.564285 1.2 1.0 1.2 -0.1585
H 0.195681 -1.799505 0.479422 0.0 0.1 0.0 0.0732
C -0.937906 0.784591 0.627779 -0.5 -0.2 -0.3 -0.8341
S -1.350836 1.531451 2.232837 0.0 0.3 -0.1 0.0490
N 1.060116 -0.202611 -0.641179 -0.9 -0.1 0.0 -0.1409
H 1.102997 1.149409 1.120356 0.4 -0.8 0.2 0.0561
```
Forces are in eV/Å.

## Properties
E_HOMO = -2.21 eV
total charge = -1
relative energy (zero: lowest compared OMol25 entry of this formula, charge and spin) = 119.9 kJ/mol
SMILES = CNCC[S-]

---

Record 3
The following is a quantum chemistry calculation of a structure of composition C38H52HgN3OP2 in a non-equilibrium geometry, from the Open Molecules 2025 dataset.

```
97
Properties=species:S:1:pos:R:3:forces:R:3:lowdin_charge:R:1
C -4.174103 -5.326456 0.481634 0.2 0.0 -0.1 -0.0782
C 3.896638 2.247804 -0.013031 -0.7 0.8 0.1 -0.1612
N 2.116078 0.164435 -0.166449 8.0 3.9 -0.2 0.0493
N -2.175420 0.318007 0.087850 -4.5 0.9 0.3 -0.0471
C -1.704445 1.504758 3.109986 -0.1 0.1 -0.1 -0.1017
H 7.162298 2.485252 -0.900593 0.2 0.0 0.0 0.1105
H 2.146179 0.326197 -2.912525 0.1 0.3 -0.3 0.0578
H -2.695148 -2.021140 2.428959 0.3 0.2 -0.3 0.1048
H -0.368187 -2.401569 -4.269056 0.2 0.4 0.2 0.0973
H -2.769308 1.233620 3.042468 0.4 0.1 -0.2 0.0795
H 6.875574 4.857308 -0.273530 -0.3 -0.1 0.1 0.1180
H 0.491980 -1.716471 5.041864 0.3 -0.2 -0.3 0.0671
C -4.201996 1.321713 -0.715645 0.1 -0.1 0.0 -0.0070
H 1.805999 2.676072 -1.414740 -0.3 0.3 -0.4 0.0257
C 4.787016 4.590715 0.269394 -0.7 -1.3 -0.1 -0.0517
C -1.856668 0.023461 -4.723021 0.2 0.1 -0.3 -0.0914
H 0.306825 3.700646 -4.388904 -0.2 -0.4 -0.2 0.0864
C 0.028793 2.630099 -4.384565 -0.4 0.5 0.0 -0.0794
H -2.613924 0.197513 4.920364 0.4 -0.4 0.1 0.0850
C 3.704384 3.656171 0.359411 0.7 -0.2 -0.3 -0.0027
C -1.955898 1.854063 -1.803784 0.5 0.0 0.0 -0.2267
C 0.504593 -2.389280 2.924343 -0.1 0.2 0.1 -0.6343
H -1.860969 -1.380875 4.577086 0.0 0.4 0.3 0.0632
H -4.204571 -3.291099 1.192424 0.2 -0.3 -0.2 0.0948
H -1.489121 2.758167 -1.367607 -0.4 -0.3 -0.2 0.0803
C 6.036027 4.166328 -0.183935 0.0 -0.5 -0.1 -0.0624
C -1.629472 -2.456726 0.463771 1.6 0.8 -1.0 -0.4373
C -0.844620 0.351392 3.676169 -0.1 -0.3 0.1 -0.6519
H -1.071843 2.580532 -4.322841 0.5 0.2 -0.2 0.0616
C -2.812099 1.167079 -0.769743 -0.6 -0.8 1.0 -0.3170
H 1.695749 -2.959851 4.631689 -0.2 0.4 -0.2 0.0977
H -2.711784 0.672464 -4.463627 0.3 -0.2 -0.1 0.0812
C 0.692947 1.954039 -3.166440 -0.3 -0.1 -0.1 -0.6448
H 1.961643 -3.812069 2.213181 -0.1 0.4 -0.1 0.0964
C -0.455226 -3.581914 3.112017 0.0 -0.2 0.2 -0.0736
H -1.538118 -6.843898 -1.078597 -0.2 0.3 0.2 0.1073
H -3.878481 -7.320509 -0.321164 0.2 0.4 0.1 0.1068
H -4.693850 2.017772 -1.400653 0.1 -0.3 0.3 0.1206
H 1.970531 -1.273512 4.128357 -0.3 -0.3 0.1 0.0764
C 5.166232 1.914807 -0.449522 0.4 0.0 -0.2 -0.0588
P -0.423969 -0.840478 2.237496 -0.7 -1.4 3.3 1.1002
H -0.022473 -4.272731 3.859713 -0.2 0.3 -0.3 0.0971
H -2.567651 2.168780 -2.666581 0.3 -0.2 0.4 0.0931
C -2.099868 -1.525519 1.648149 0.4 0.3 0.1 -0.2966
H -1.357538 1.830659 2.118145 -0.3 0.0 0.4 0.0326
C 6.210611 2.833220 -0.538015 -0.3 0.1 0.1 -0.0552
C -3.606621 -4.062378 0.697342 0.4 -0.1 -0.1 -0.0306
H 4.686929 5.652309 0.531416 -0.4 -0.7 0.0 0.1171
C 2.920918 1.058602 -0.107146 -1.9 -1.3 0.4 -0.0731
C -2.892565 -0.465888 0.947668 -0.2 1.0 -0.8 -0.2898
C -2.122970 -6.062633 -0.580552 -0.2 0.1 0.1 -0.0734
H 0.769783 0.558640 5.184266 0.0 0.1 -0.4 0.0771
C 1.194880 -2.046466 4.261509 0.0 0.0 0.2 -0.0982
C -4.947532 0.560478 0.199024 0.4 0.0 -0.1 -0.0221
C -1.644381 -0.322950 4.807781 -0.6 -0.2 0.2 -0.0779
H -1.449461 -3.276579 3.475969 0.4 -0.3 0.0 0.0672
C -1.558933 -4.802701 -0.370085 -0.3 0.2 0.1 -0.0446
H 1.310470 -2.786861 0.895569 0.0 -0.1 0.3 0.0493
H 5.337497 0.902233 -0.755560 0.2 -0.4 -0.1 0.1152
C -2.289662 -3.778648 0.275972 -0.4 -0.9 -0.1 -0.1913
C 0.028162 -1.449962 -3.866511 0.0 0.1 -0.1 -0.0982
H -0.582322 -4.149609 2.176212 0.0 0.3 0.4 0.0774
H 0.269628 3.540510 -1.683902 0.4 0.0 -0.2 0.0703
H 2.776907 4.105845 0.701339 0.0 -0.6 -0.1 0.0891
C -4.291738 -0.357946 1.020650 0.3 0.1 -0.1 -0.0064
Hg 0.000000 0.000000 0.000000 -0.4 -4.7 -1.4 0.8350
C -1.161990 -0.545032 -3.472946 0.1 0.2 -0.2 -0.6427
C 1.125538 3.063103 -2.187747 -0.1 0.0 0.2 -0.1098
H -0.541805 -4.565834 -0.696947 -0.4 -0.1 0.1 0.1093
H 0.664708 -0.995576 -4.641468 -0.2 -0.1 0.3 0.0690
H -2.400317 -0.994402 -1.714251 -0.2 -0.6 -0.6 0.0349
N -0.727344 -2.002684 -0.322980 -1.4 -3.0 0.9 -0.0570
O 0.779075 2.841633 0.987228 -1.4 -5.0 -1.7 0.1235
H 2.829548 1.859302 -3.520320 -0.3 -0.3 -0.1 0.0916
C -3.435762 -6.332514 -0.155604 0.1 0.3 0.1 -0.0810
H 1.655110 3.845305 -2.763678 -0.1 -0.4 0.4 0.1037
H -6.035513 0.670001 0.249557 0.4 0.0 0.0 0.1207
H -1.130736 -0.277782 5.780774 -0.2 -0.1 -0.4 0.0833
P -0.482269 0.756710 -2.242850 -0.8 0.9 -3.9 1.0542
H -3.133013 -1.526099 -3.269518 0.3 0.2 0.1 0.0950
H -1.757161 -2.418344 -2.569194 -0.4 0.5 0.2 0.0743
H 0.343219 2.200224 -5.345488 -0.1 0.0 0.3 0.0823
H 2.495444 -2.115088 2.037333 -0.2 -0.2 0.0 0.0738
H -5.199282 -5.524292 0.813651 0.4 0.1 -0.2 0.1066
H -1.170391 0.587495 -5.374376 -0.3 -0.3 0.3 0.0631
H 0.298624 2.061999 4.355884 0.3 -0.5 0.0 0.0834
C 0.412106 1.795152 0.578877 1.9 11.4 4.0 -0.2131
H 1.286728 0.850933 3.497908 0.0 0.1 0.3 0.0630
H -4.846139 -0.994584 1.715514 0.2 0.2 -0.3 0.1200
C 0.461978 0.976987 4.216234 0.2 0.4 -0.2 -0.1019
C -2.189132 -1.410155 -2.710143 -0.1 -0.4 0.3 -0.0941
H -2.253094 -0.822015 -5.316360 0.1 0.3 0.3 0.0976
H 0.638037 -1.670544 -2.973335 -0.2 -0.1 -0.4 0.0718
H -1.620290 2.365024 3.799438 -0.2 -0.3 -0.3 0.0972
C 1.631474 -2.790582 1.945861 0.0 0.0 -0.1 -0.1064
C 1.959676 1.179679 -3.586230 0.3 -0.1 0.1 -0.0937
H 1.905576 0.807784 -4.621720 0.0 0.1 0.5 0.0774
```
Forces are in eV/Å.

## Properties
E_HOMO = -8.76 eV
total charge = +1
relative energy (zero: lowest compared OMol25 entry of this formula, charge and spin) = 196.6 kJ/mol

---

Record 4
The following is a quantum chemistry calculation of a structure of composition C21H28N4O8P2Re in a non-equilibrium geometry, from the Open Molecules 2025 dataset.

```
64
Properties=species:S:1:pos:R:3:forces:R:3:lowdin_charge:R:1
N -0.173666 -0.955111 -1.999063 -0.4 0.6 1.1 0.0148
C -0.573488 1.558628 4.454040 0.2 -0.1 -0.4 -0.0355
C 2.198194 -2.986309 2.923066 -0.3 0.1 -0.2 0.0107
O -1.664220 1.287126 -1.047098 1.1 -0.4 0.3 -0.3794
C 2.062108 3.944595 -1.196760 -0.2 -0.2 0.2 0.0196
C -0.187685 3.170633 0.081932 -0.3 1.0 0.1 -0.1170
O -3.045517 0.961241 1.003423 0.0 -0.4 -0.4 -0.2444
C 0.310705 -2.314584 1.629024 -0.3 -0.6 0.4 -0.0923
C 0.199132 0.849647 3.353560 0.6 -0.4 0.9 -0.2539
H -2.157992 -1.313355 -1.527944 0.1 0.0 -0.3 0.0686
C 0.507973 -1.813491 -4.116568 0.0 0.1 0.2 0.0100
C 2.888387 -1.931579 2.345950 -0.2 0.1 -0.1 0.0228
Re -0.274881 0.187106 -0.054196 4.2 -0.5 -0.3 1.8060
C 2.992783 0.044704 0.820046 0.0 -0.1 0.3 -0.1139
H 2.088150 0.474107 -3.058816 0.1 0.0 -0.1 0.1238
H 3.819645 1.962346 -0.421025 -0.1 -0.1 0.0 0.1536
H -0.718256 -2.458453 1.332970 0.3 0.0 0.1 0.1038
H -0.992437 -2.697930 -5.371833 0.0 -0.1 -0.1 0.1309
H -1.352623 1.109067 2.261766 0.1 0.0 0.1 0.0517
C 1.107570 4.904044 -0.915279 -0.1 -0.2 0.1 0.0075
C -0.023318 4.507701 -0.217627 0.1 -0.2 0.1 0.0065
H -1.596876 1.188833 4.468762 -0.1 0.0 0.0 0.0832
H 2.972471 4.208457 -1.708582 0.2 0.0 0.0 0.1345
H 2.813586 0.939895 1.422257 0.1 0.1 -0.1 0.1389
O -4.151687 -1.344465 1.167754 0.1 -0.3 0.5 -0.0233
C 2.946796 1.616983 -0.990284 0.0 0.4 -0.1 -0.1066
C 2.171909 -0.584814 -2.808752 0.0 0.0 0.4 -0.0939
H -4.516501 -1.186575 0.284422 -0.1 0.1 -0.4 0.0861
H -0.779333 5.215185 0.080521 -0.1 0.0 0.0 0.1295
H 2.789674 -1.045800 -3.580900 -0.1 0.1 0.0 0.1323
C -1.394144 -1.430467 -2.276887 -1.0 -0.4 -0.4 -0.1150
H 1.237077 1.187710 3.302060 -0.1 0.0 0.0 0.1199
H 1.305929 -1.969202 -4.824607 0.1 0.1 0.0 0.1269
H 2.619893 -1.721683 -1.036274 0.1 0.0 0.1 0.1353
N 2.529956 0.301406 -0.533881 -1.6 -0.1 0.5 -0.1793
H 2.679391 -3.638409 3.635918 0.0 0.0 0.1 0.1324
N 0.955729 -1.266041 1.096585 -0.7 0.1 -0.2 -0.0193
H 1.241461 5.931211 -1.214593 0.1 0.1 0.0 0.1319
H 0.164802 -0.230350 3.532342 0.0 0.1 -0.2 0.1095
H -0.569985 2.635197 4.297531 0.0 0.1 0.1 0.0910
C -1.745945 -2.045946 -3.459335 0.3 0.0 -0.1 0.0068
H 3.267085 1.597137 -2.033550 0.0 -0.1 0.1 0.1363
H -0.122380 1.335901 5.416456 0.1 0.0 0.1 0.0970
C -0.769012 -2.240394 -4.421422 -0.2 0.1 0.3 0.0070
O -1.781285 -1.075508 0.382341 1.6 0.9 -1.3 -0.4447
C 1.848305 2.625627 -0.813753 0.5 0.1 -0.3 -0.2127
C 2.882865 -0.756116 -1.468784 0.1 -0.3 -0.5 -0.1466
C 2.246244 -1.097098 1.442743 0.5 0.0 0.1 -0.2560
O -3.891065 0.008699 -1.183759 -0.1 0.2 -0.1 -0.2314
H -1.080526 2.859279 0.601978 0.1 0.1 -0.1 0.0992
P -3.124939 1.132741 -0.626855 -1.7 0.4 0.1 0.2489
C 0.881758 -3.186719 2.536231 0.3 0.2 0.0 0.0073
H 0.291567 -3.996729 2.933080 -0.1 -0.1 0.0 0.1308
H -2.766874 -2.357537 -3.605235 -0.1 0.0 0.0 0.1299
H 4.070558 -0.175895 0.832296 -0.1 0.1 0.0 0.1523
O -3.741414 2.562049 -0.777049 0.7 0.1 -0.1 -0.0327
H 3.923291 -1.755792 2.599321 0.1 0.1 -0.1 0.1339
H -4.694080 2.568153 -0.853835 -0.6 0.1 -0.1 0.1113
P -2.821174 -0.600301 1.430553 -0.9 0.2 1.9 0.2524
C 0.786166 -1.149277 -2.922279 0.4 -0.2 -0.7 -0.2286
N 0.707925 2.227104 -0.238689 -1.1 -0.6 -0.1 -0.0129
O -0.393795 1.152355 2.082615 -0.9 -0.2 -1.7 -0.2087
H 3.969752 -0.744720 -1.636633 -0.1 0.0 0.1 0.1482
O -2.284226 -0.648692 2.790366 -0.4 0.0 0.0 -0.1951
```
Forces are in eV/Å.

## Properties
E_HOMO (alpha / beta) = -15.43 / -15.18 eV
total charge = +2
relative energy (zero: lowest compared OMol25 entry of this formula, charge and spin) = 128.1 kJ/mol
2S+1 = 2